1.
The following is a quantum chemistry calculation of a structure of composition C6H16N2Si, from the Open Molecules 2025 dataset.

Results
- LUMO level: 0.02920 hartree
- Frontier orbital gap: 8.91 eV
- Energy relative to the best compared isomer or geometry (same formula, charge and spin): 58.9 kcal per mole
- Strongest force on any atom: 4.53 eV Å⁻¹

The geometry in ORCA input format:
```
! RIJCOSX wB97M-V def2-TZVPD def2/J DEFGRID3
* xyz 0 1
Si 0.374 0.606 -1.001
N -1.018 -0.402 -0.989
N 1.726 0.303 0.098
C -1.181 2.550 1.139
C -1.274 -1.844 -0.988
C -0.831 2.455 -0.112
C -2.316 -2.248 0.045
C 1.406 -0.359 1.384
C 3.124 0.545 -0.363
H -1.965 -1.654 0.963
H -2.391 -3.369 -0.030
H 0.493 -0.803 1.285
H -3.290 -1.844 -0.279
H -0.263 -2.304 -0.541
H 2.188 -1.026 1.678
H 3.342 -0.022 -1.296
H -1.093 1.712 1.743
H -1.877 -0.065 -1.387
H 1.214 0.487 2.145
H 3.338 1.668 -0.273
H 3.788 0.109 0.301
H -1.605 -2.182 -1.981
H -1.020 3.322 -0.721
H -1.983 3.278 1.489
H 1.114 1.089 -2.310
*
```

Here are the Mulliken charges for atoms 1 to 8, given in e: 0.04 -0.15 0.20 -0.64 -0.45 -0.39 -0.97 -0.71



2.
The following is a quantum chemistry calculation of a cluster of 2 separate species, C6H16N3 in total, from the Open Molecules 2025 dataset.

Results
- LUMO level (alpha / beta): -0.15529 / -0.15535 hartree
- Frontier orbital gap (alpha / beta): 6.33 / 6.33 eV
- Energy relative to the best compared isomer or geometry (same formula, charge and spin): 23.6 kcal per mole
- Strongest force on any atom: 2.04 eV Å⁻¹

The geometry in ORCA input format:
```
! RIJCOSX wB97M-V def2-TZVPD def2/J DEFGRID3
* xyz 1 1
N 1.975 1.496 -0.305
N -1.234 -0.241 0.220
N 3.795 -0.038 0.320
C -0.236 0.661 0.246
C 3.194 -1.201 0.333
C 0.923 0.588 -0.463
C -2.499 0.031 0.863
C -1.147 -1.402 -0.627
C -3.557 0.519 -0.127
H -0.377 1.485 0.933
H -1.168 -1.131 -1.687
H 2.317 1.879 -1.179
H -2.346 0.784 1.638
H 1.757 2.238 0.349
H 2.751 -1.567 1.242
H -2.844 -0.889 1.345
H 4.254 0.299 -0.514
H -0.219 -1.941 -0.424
H 1.079 -0.145 -1.236
H -1.985 -2.062 -0.421
H 3.149 -1.797 -0.561
H -4.505 0.642 0.384
H 3.883 0.517 1.160
H -3.693 -0.199 -0.931
H -3.267 1.472 -0.559
*
```

Here are the Mulliken charges for atoms 1 to 8, given in e: -0.50 0.15 -0.16 -0.05 -0.31 -0.47 -0.65 -1.18



3.
The following is a quantum chemistry calculation of a cluster of 2 separate species, C6H16N3 in total, from the Open Molecules 2025 dataset.

Results
- LUMO level (alpha / beta): -0.12482 / -0.12483 hartree
- Frontier orbital gap (alpha / beta): 8.70 / 8.70 eV
- Energy relative to the best compared isomer or geometry (same formula, charge and spin): 23.5 kcal per mole
- Strongest force on any atom: 4.08 eV Å⁻¹

The geometry in ORCA input format:
```
! RIJCOSX wB97M-V def2-TZVPD def2/J DEFGRID3
* xyz 1 1
N -0.725 -0.323 -1.820
N 1.405 -1.952 1.177
N 0.209 -0.005 0.723
C 0.426 -1.291 0.609
C -2.239 0.250 0.529
C 2.409 -1.414 2.067
C -0.868 0.664 0.092
C 0.083 0.445 -2.701
C -0.616 2.115 -0.137
H 0.349 2.280 -0.611
H 2.553 -0.347 1.912
H 3.359 -1.915 1.882
H -2.992 0.666 -0.133
H -0.253 -1.813 -0.056
H 0.163 -0.119 -3.640
H -1.702 -0.267 -2.102
H 1.095 0.539 -2.296
H 1.449 -2.951 1.027
H -2.432 0.633 1.533
H -0.306 1.438 -2.956
H -1.390 2.539 -0.774
H 2.127 -1.586 3.109
H 0.877 0.584 1.211
H -2.349 -0.830 0.548
H -0.634 2.662 0.807
*
```

Here are the Mulliken charges for atoms 1 to 8, given in e: -0.42 -0.10 -0.07 0.13 -1.32 -0.84 0.76 -0.87